This record from OMol25 describes a 2-piece molecular cluster, C39H48N2O8 overall. The level of theory is ωB97M-V/def2-TZVPD.

Its net charge is 0. For the HOMO-LUMO gap, the calculation gives 8.337 eV. The HOMO energy comes out at -9.065 eV. The structure (SMILES) is CNCc1c(CCC(=O)O)ccc2c1C(=O)c1c(CCCN)c(CCOC(C)=O)c(CCCCOC(C)=O)c(C)c1C2=O.c1ccccc1.

Structure (XYZ):
```
97
Properties=species:S:1:pos:R:3:forces:R:3:lowdin_charge:R:1
C 5.1442 0.6055 0.7410 -0.270 -0.329 0.005 -0.095
N 3.8063 0.9221 0.2061 0.338 0.425 0.250 -0.078
C 3.7468 2.0545 -0.7459 -0.189 -0.122 0.359 -0.146
C 2.8964 3.1762 -0.1895 0.068 0.031 -0.286 -0.082
C 3.4968 4.3003 0.4006 -0.092 0.008 0.092 -0.154
C 4.9965 4.4751 0.4390 0.034 0.339 0.075 -0.119
C 5.6414 4.7411 -0.9476 -0.262 -0.391 0.212 -0.081
C 6.8682 3.8889 -1.1759 -0.041 0.034 -0.001 -0.529
O 7.7407 3.7675 -0.3709 0.094 0.057 -0.030 0.139
O 6.9646 3.3002 -2.4131 0.318 -0.220 0.161 0.079
C 2.6992 5.2837 0.9854 -0.210 -0.114 -0.075 -0.004
C 1.3159 5.1766 0.9943 0.168 -0.058 -0.223 0.015
C 0.7316 4.0627 0.4141 -0.040 0.013 0.042 -0.081
C 1.5031 3.0691 -0.1869 0.104 0.209 0.355 -0.025
C 0.7369 1.9429 -0.8143 -0.123 0.065 -0.063 -0.251
O 1.0562 1.4868 -1.8884 0.156 -0.161 -0.104 0.125
C -0.4800 1.4963 -0.0603 0.074 0.142 -0.009 -0.029
C -0.8821 0.1593 -0.0254 -0.101 0.057 -0.086 -0.092
C -0.1465 -0.8725 -0.8521 -0.269 -0.100 0.139 -0.127
C 1.2578 -1.2612 -0.3440 -0.200 -0.254 -0.388 -0.164
C 2.2385 -1.5526 -1.4807 0.312 -0.191 -0.073 -0.271
N 2.9216 -2.8485 -1.2600 0.055 0.305 -0.029 -0.005
C -1.9969 -0.1693 0.7571 -0.068 0.144 -0.004 -0.098
C -2.4289 -1.6187 0.8405 0.151 -0.031 0.091 -0.091
C -1.3916 -2.5001 1.5362 0.262 0.274 0.153 -0.159
O -2.0827 -3.3939 2.4250 0.082 -0.092 -0.220 -0.004
C -1.3792 -4.5044 2.7808 -0.070 -0.275 -0.167 -0.523
C -0.0131 -4.3109 3.3791 0.309 -0.100 -0.170 0.023
O -1.8669 -5.5895 2.6338 -0.122 0.181 0.402 0.112
C -2.7158 0.8230 1.4549 0.123 0.278 0.222 -0.094
C -3.9360 0.4185 2.2628 0.345 -0.138 -0.509 -0.128
C -5.1457 0.1671 1.3418 -0.093 0.035 0.582 -0.160
C -5.8653 1.4424 0.8806 0.088 -0.280 -0.351 -0.132
C -5.4608 1.9423 -0.5250 -0.206 0.094 0.604 -0.137
O -4.2924 1.2912 -1.0399 0.146 0.671 -0.573 -0.035
C -4.4496 0.5104 -2.1295 -0.076 -0.333 0.140 -0.534
C -3.2745 0.5395 -3.0617 0.314 -0.380 0.255 0.035
O -5.4277 -0.1630 -2.3132 -0.221 0.165 -0.087 0.114
C -2.3415 2.1754 1.3591 -0.039 -0.250 -0.157 -0.119
C -3.0933 3.2968 2.0375 0.325 0.067 -0.159 -0.018
C -1.2162 2.4881 0.5897 -0.040 -0.199 0.205 -0.037
C -0.7483 3.8926 0.4141 -0.061 0.001 -0.150 -0.282
O -1.4957 4.8306 0.2490 0.008 0.100 0.239 0.128
H 5.2274 0.8586 1.7998 0.079 0.147 -0.015 0.079
H 5.3317 -0.4673 0.6683 0.085 -0.014 -0.095 0.066
H 5.9347 1.1209 0.1963 0.022 0.038 -0.016 0.071
H 3.2259 1.1669 0.9968 -0.119 -0.079 -0.041 0.099
H 4.7546 2.4299 -0.8990 0.066 -0.068 -0.156 0.073
H 3.3280 1.7151 -1.6913 0.125 0.029 -0.087 0.107
H 5.2059 5.3372 1.0698 0.031 -0.059 0.108 0.113
H 5.4749 3.6329 0.9398 0.033 -0.095 -0.134 0.116
H 5.9663 5.7802 -0.9881 0.029 0.023 -0.168 0.133
H 4.9232 4.5795 -1.7493 -0.014 0.093 -0.043 0.122
H 6.2445 2.6729 -2.5502 -0.212 0.260 -0.171 0.104
H 3.1666 6.1446 1.4467 0.050 -0.002 -0.013 0.116
H 0.6926 5.9442 1.4324 -0.018 -0.004 0.005 0.124
H -0.0872 -0.5039 -1.8730 0.106 0.061 0.023 0.106
H -0.7568 -1.7721 -0.8972 0.047 -0.051 -0.122 0.099
H 1.1699 -2.2064 0.1974 0.011 0.125 0.281 0.090
H 1.6541 -0.5025 0.3299 0.061 -0.031 -0.014 0.093
H 2.9625 -0.7388 -1.5829 -0.149 0.121 0.053 0.084
H 1.7095 -1.6316 -2.4308 -0.108 -0.030 0.011 0.110
H 3.5742 -2.9940 -2.0240 -0.023 -0.118 -0.001 0.064
H 3.5063 -2.7653 -0.4333 -0.036 -0.055 0.043 0.060
H -2.6318 -2.0006 -0.1599 -0.116 -0.076 0.000 0.132
H -3.3399 -1.7292 1.4146 -0.072 -0.003 -0.105 0.100
H -0.6925 -1.8735 2.0982 -0.061 0.011 0.093 0.131
H -0.7990 -3.0773 0.8233 -0.117 -0.075 -0.031 0.104
H -0.0962 -4.1636 4.4553 -0.115 0.055 0.023 0.096
H 0.5538 -5.2218 3.2028 0.002 -0.020 0.079 0.093
H 0.5389 -3.4736 2.9580 -0.094 0.085 0.022 0.071
H -3.6981 -0.4930 2.8106 -0.079 0.025 0.084 0.112
H -4.1709 1.1677 3.0104 -0.104 -0.013 0.050 0.098
H -4.8181 -0.4208 0.4883 -0.146 -0.039 -0.097 0.100
H -5.8553 -0.4507 1.8953 -0.040 -0.002 -0.021 0.118
H -5.7079 2.2431 1.6016 -0.023 -0.015 0.074 0.096
H -6.9337 1.2287 0.8687 -0.041 0.111 -0.032 0.110
H -5.2030 3.0004 -0.4773 0.093 -0.011 -0.039 0.119
H -6.2947 1.8405 -1.2149 0.105 -0.241 -0.139 0.121
H -2.4299 1.0899 -2.6566 -0.056 0.144 -0.004 0.077
H -2.9648 -0.4901 -3.2424 -0.025 -0.003 -0.090 0.093
H -3.5934 0.9549 -4.0152 -0.012 0.094 0.002 0.094
H -2.3888 3.9570 2.5449 -0.046 0.013 0.068 0.091
H -3.8155 2.9532 2.7648 -0.065 0.009 0.007 0.061
H -3.5773 3.9194 1.2869 -0.176 -0.029 0.061 0.085
C -1.8382 -7.1067 -1.3293 -0.001 0.020 -0.005 -0.089
C -1.4124 -6.9977 -2.6464 0.007 0.014 -0.003 -0.100
C -0.3211 -6.1985 -2.9616 -0.025 -0.016 0.023 -0.100
C 0.3501 -5.5125 -1.9582 0.025 0.024 -0.075 -0.096
C -0.0774 -5.6256 -0.6428 -0.034 0.014 0.023 -0.098
C -1.1736 -6.4179 -0.3233 0.075 0.038 0.042 -0.081
H -2.6915 -7.7267 -1.0854 -0.001 -0.002 0.002 0.101
H -1.9320 -7.5359 -3.4292 -0.005 0.004 0.001 0.098
H 0.0075 -6.1118 -3.9896 0.004 -0.007 -0.002 0.097
H 1.2061 -4.8930 -2.1929 0.017 0.036 0.040 0.082
H 0.4582 -5.0942 0.1372 0.013 -0.012 -0.002 0.090
H -1.4985 -6.4836 0.7077 -0.035 -0.099 -0.175 0.077
```
Positions in Å, forces in eV/Å.